49
Properties=species:S:1:pos:R:3:forces:R:3:lowdin_charge:R:1 method="wB97M-V/def2-TZVPD" fmax_ev_per_a=13.7 homo_energy_ev=-8.63 e_above_lowest_kcal_mol=250.8 e_tot_ev=-42419.2666 lumo_energy_ev=0.252 gap_ev=8.882
C -6.47516 -1.57139 -2.19010 -1.5 2.5 -1.3 -0.043
C -5.89910 -1.18359 -0.89307 4.1 0.3 -1.6 -0.408
C -6.49434 -1.19204 0.34058 -0.4 0.0 -1.5 0.023
C -5.78835 -0.81707 1.42464 -1.6 -1.2 0.2 -0.286
C -6.36055 -0.81397 2.70029 -3.4 -5.8 4.3 -0.044
N -4.52001 -0.48281 1.33017 1.8 -1.3 3.0 0.024
N -3.53494 -0.40299 2.48130 -2.6 0.4 -1.1 0.145
C -2.45210 -0.09938 1.77379 -2.3 -0.3 0.9 -0.770
S -0.98355 0.25851 2.55826 -0.3 -0.1 2.9 1.108
C 0.01545 0.48058 1.21893 1.1 -2.2 -7.2 -0.636
C -0.14005 1.78460 0.42316 -1.8 0.4 -3.2 -0.091
C 1.43009 0.30727 1.50678 0.3 1.4 6.0 -0.489
O 1.72967 0.47644 2.74794 -0.7 -0.6 -2.9 -0.059
N 2.34783 0.16499 0.56662 4.6 -0.7 8.1 -0.063
C 2.22260 -0.29321 -0.65521 6.1 0.8 -4.4 -0.158
C 3.07288 0.73655 -1.57815 1.2 0.1 9.7 0.050
C 4.56459 0.72961 -1.06662 -0.3 -1.7 5.0 -0.262
C 4.66518 1.03703 0.56912 0.0 -13.2 -3.9 0.026
C 3.73288 -0.15656 1.23538 1.1 5.5 2.2 0.004
O 5.24358 -0.80309 -1.25200 -0.4 5.0 -2.0 -0.086
C 6.18269 -0.34162 -2.32380 -1.0 -4.5 -0.7 -0.201
C 6.48511 1.00275 -1.97717 7.0 3.9 -3.6 -0.327
O 5.42411 1.70544 -1.60216 -3.4 -0.6 0.7 -0.016
N -2.62208 -0.06804 0.50416 -0.5 -1.7 -6.5 0.091
C -3.90795 -0.55662 0.17651 1.8 2.3 -1.9 -0.177
N -4.64263 -0.87482 -1.05929 4.3 1.5 3.2 0.178
H -7.31100 -0.80914 -2.25802 0.4 -0.9 -0.5 0.100
H -6.96839 -2.51092 -2.00792 0.0 -0.7 -1.0 0.075
H -5.78041 -1.33842 -3.13132 -1.5 -1.2 2.4 0.141
H -7.47110 -1.51024 0.09637 -1.6 -0.2 1.9 0.121
H -5.91804 -1.46671 3.63112 -0.4 0.9 -2.9 0.164
H -6.35161 0.02299 3.19781 0.6 5.3 2.1 0.017
H -7.49344 -1.04999 2.77176 1.8 0.0 -0.8 0.127
H -0.13010 -0.47316 0.30723 -0.4 2.6 2.8 0.203
H -0.13321 2.68506 0.96681 0.4 0.9 1.5 0.057
H -1.18101 1.79159 -0.02078 1.0 -0.2 0.5 0.077
H 0.50290 2.05551 -0.50736 -0.5 -1.3 1.6 0.109
H 1.28620 -0.22969 -0.79728 -6.8 0.2 -2.6 0.040
H 2.57732 -1.27903 -0.76006 0.5 -1.4 -0.4 0.136
H 3.19499 0.43058 -2.44601 -0.1 -1.8 -8.7 0.034
H 2.74144 1.68478 -1.20242 -0.5 0.9 -1.2 0.122
H 4.24850 1.83590 0.60798 -4.8 9.8 1.4 0.004
H 5.62654 0.96128 0.88066 2.9 0.0 0.8 0.084
H 3.77524 0.09921 2.45979 -0.8 -0.9 -3.7 0.174
H 4.19154 -1.11559 1.12171 -0.5 -0.8 -0.8 0.097
H 5.84489 -0.59534 -3.40059 -0.2 0.8 1.7 0.149
H 7.08489 -0.93095 -2.20445 0.2 -0.3 0.0 0.114
H 7.48291 1.04612 -1.38810 -2.0 0.0 0.5 0.152
H 6.88510 1.66959 -2.87699 -0.5 -1.8 1.0 0.167

---

44
Properties=species:S:1:pos:R:3:forces:R:3:lowdin_charge:R:1 method="wB97M-V/def2-TZVPD" fmax_ev_per_a=14.6 homo_energy_ev=-8.03 e_above_lowest_kcal_mol=367.9 e_tot_ev=-25620.8606 lumo_energy_ev=0.582 gap_ev=8.608
C 0.74626 -1.06841 -4.53328 -2.6 -3.0 -3.9 -0.136
N 0.83003 -1.97503 -3.42276 -0.5 -2.7 -3.3 -0.209
C 0.43765 -1.55863 -2.04668 -1.3 5.2 -6.8 -0.128
C -1.02518 -1.17410 -1.99010 -0.6 -3.1 -1.5 -0.220
O -1.46848 -0.91021 -0.75648 -0.9 -4.3 1.7 -0.159
C -1.20397 0.25057 -0.21070 0.1 0.6 5.3 -0.212
C 0.34854 0.71346 0.10056 -5.5 -0.6 3.1 -0.042
O 0.03551 1.72673 1.12001 0.8 0.6 -1.4 -0.085
C -0.16994 1.45004 2.42442 1.8 3.7 -0.1 -0.307
C -0.27912 0.31151 3.01966 -2.3 -9.2 1.1 -0.053
C -0.49412 -0.08296 4.47083 0.5 11.1 -4.1 -0.059
C -0.60732 1.06893 5.18072 1.0 1.8 2.3 0.010
C -0.38311 2.66006 4.58805 0.7 -8.8 0.8 -0.125
C -0.28885 3.58082 5.58522 -0.4 6.0 -6.3 -0.015
C -0.23909 4.90340 4.94111 2.5 -3.9 0.6 0.026
C 0.22777 5.00806 3.54408 -2.3 4.7 7.7 -0.098
C 0.18538 4.08823 2.72077 -0.4 -10.5 9.3 -0.001
C 0.00456 2.66183 3.25304 -2.0 3.3 0.0 -0.001
H 0.18365 4.03154 1.85452 0.9 0.4 -14.5 -0.004
H 0.35474 5.95944 3.21367 0.4 2.9 -0.8 0.083
H -0.21051 5.74234 5.56047 0.0 1.4 0.7 0.066
H -0.32734 3.35627 6.55797 -0.6 -0.5 3.5 0.061
H -0.62325 0.98670 6.35542 -0.3 0.5 -2.3 0.115
H -0.46840 -0.97375 4.80321 0.0 -6.3 2.1 0.020
H -0.54640 -0.75425 2.47121 1.2 3.0 0.3 0.159
H 0.72004 -0.13778 0.67010 1.3 0.0 -0.9 0.117
H 0.68434 1.24058 -0.76391 1.2 -0.1 -0.2 0.114
H -1.92162 0.08652 0.91784 2.5 1.5 -3.3 0.219
H -1.61687 0.91512 -0.87336 -1.1 3.0 -1.0 0.083
H -1.19628 -0.29052 -2.56228 -0.3 0.5 -1.4 0.114
H -1.68125 -2.14732 -2.30075 1.6 2.5 0.0 0.187
H 0.64041 -2.33977 -1.55047 1.6 -5.4 4.6 0.048
H 1.12063 -0.72132 -1.97682 0.0 0.3 1.2 0.122
C 0.26250 -3.27199 -3.97158 2.1 -1.8 6.3 -0.181
H -0.73561 -3.24345 -4.36351 -0.6 0.1 -0.1 0.106
C 1.14992 -4.26373 -4.71297 0.0 6.6 -6.9 -0.422
O 0.55909 -5.42915 -5.04345 2.3 -5.0 6.2 -0.086
H 1.02422 -5.94852 -4.14043 -2.8 0.7 -3.9 0.215
H 2.20044 -4.12464 -4.50860 0.4 -0.9 1.0 0.115
H 1.17318 -3.85875 -5.86696 0.4 0.2 2.2 0.145
H 0.36062 -3.86105 -2.91579 -1.6 0.7 -1.8 0.156
H 1.32827 -0.30872 -4.29406 2.0 4.5 0.8 0.015
H 1.24351 -1.44890 -5.57398 -0.8 0.2 2.7 0.129
H -0.33456 -0.84922 -4.97397 1.8 0.1 1.4 0.120

---

46
Properties=species:S:1:pos:R:3:forces:R:3:lowdin_charge:R:1 method="wB97M-V/def2-TZVPD" fmax_ev_per_a=0.9 homo_energy_ev=-8.08 e_above_lowest_kcal_mol=21.2 e_tot_ev=-38517.3253 lumo_energy_ev=0.650 gap_ev=8.729
C 7.15591 1.06291 -0.01886 0.2 0.0 -0.1 -0.094
O 5.86548 1.40344 0.42412 -0.3 0.0 0.1 -0.088
C 4.83159 0.56914 0.11368 -0.2 0.0 0.0 -0.281
C 3.57651 0.94356 0.59426 0.2 0.0 -0.1 0.012
C 2.45901 0.17910 0.33550 0.2 0.0 0.0 -0.026
C 2.56943 -0.99171 -0.41080 0.5 0.5 0.2 -0.292
N 1.44573 -1.75773 -0.71762 -0.9 -0.4 0.1 -0.069
S -0.05062 -1.67594 0.02210 0.6 -0.2 -0.7 0.660
O 0.08578 -1.35316 1.41115 0.1 0.2 -0.1 -0.277
O -0.68124 -2.91455 -0.33264 0.0 0.0 -0.3 -0.297
C -0.81444 -0.32123 -0.91451 0.1 -0.3 0.5 -0.120
C -1.98191 0.36854 -0.25238 0.3 -0.1 0.1 -0.355
C -1.66055 1.14206 1.04900 0.1 0.1 0.1 -0.086
C -3.04815 1.40124 1.66682 -0.2 0.0 0.1 -0.118
C -4.00804 0.82595 0.61625 -0.1 0.1 0.1 -0.235
C -3.93982 1.76652 -0.58594 -0.3 0.2 0.1 -0.050
C -2.56514 1.46881 -1.14180 0.1 -0.2 0.0 -0.355
O -2.01786 2.00421 -2.06731 0.1 0.0 -0.1 0.129
C -3.25309 -0.42960 0.11908 -0.2 -0.1 0.0 -0.438
C -3.08216 -1.48617 1.20663 0.0 0.2 -0.1 -0.019
C -3.88683 -1.10913 -1.09600 0.1 0.2 0.2 -0.005
C 3.82060 -1.37034 -0.88204 -0.4 0.0 0.1 -0.022
C 4.94291 -0.60094 -0.62743 0.2 0.2 0.1 -0.021
H 7.48454 0.10445 0.39630 0.0 0.0 0.0 0.095
H 7.20988 1.02333 -1.11186 0.0 0.0 0.0 0.095
H 7.81019 1.85409 0.34395 0.0 -0.1 -0.1 0.093
H 3.50121 1.84815 1.17596 0.0 0.1 0.1 0.121
H 1.50447 0.46894 0.74021 0.0 0.1 0.1 0.092
H 1.61744 -2.64093 -1.16829 -0.2 -0.2 0.0 0.119
H -1.11398 -0.78545 -1.85070 0.1 0.0 -0.1 0.121
H -0.01850 0.39438 -1.10881 0.1 0.1 -0.1 0.113
H -1.12701 2.06819 0.82848 0.1 0.0 0.0 0.132
H -1.03091 0.53047 1.69206 -0.1 0.1 0.0 0.098
H -3.16237 0.89572 2.62365 0.0 0.0 0.0 0.112
H -3.23195 2.46302 1.83083 0.0 0.0 0.0 0.114
H -5.01641 0.64894 0.98603 0.0 -0.1 0.0 0.151
H -4.70219 1.55686 -1.33624 0.0 0.0 -0.1 0.130
H -4.02959 2.82087 -0.32150 0.0 0.0 0.0 0.132
H -2.56804 -2.35581 0.80904 -0.1 -0.1 0.1 0.063
H -4.06498 -1.79849 1.55617 -0.1 0.0 0.0 0.099
H -2.50929 -1.13244 2.05515 0.0 0.0 0.2 0.079
H -3.88444 -0.47353 -1.97793 -0.1 0.0 -0.2 0.088
H -3.33202 -2.01477 -1.33154 0.0 -0.1 -0.1 0.088
H -4.91390 -1.39057 -0.87276 -0.1 -0.1 0.0 0.096
H 3.92001 -2.27914 -1.45770 0.0 -0.1 -0.1 0.113
H 5.89475 -0.93128 -1.01177 0.1 0.0 0.0 0.103

---

56
Properties=species:S:1:pos:R:3:forces:R:3:lowdin_charge:R:1 method="wB97M-V/def2-TZVPD" fmax_ev_per_a=3.2 homo_energy_ev="-16.08 / -16.08" e_above_lowest_kcal_mol=0.0 charge=+3 e_tot_ev=-280580.8858 lumo_energy_ev="-11.746 / -11.623" gap_ev="4.331 / 4.454"
Re -1.82661 -11.53745 14.80162 -1.5 1.8 -0.4 0.640
S -5.13613 -7.34872 16.42413 0.2 -0.9 -1.9 0.232
As -3.55139 -8.92606 15.82835 0.3 2.2 1.4 0.135
S -3.84732 -11.07512 15.86400 0.1 -0.6 -0.1 0.199
S -1.38860 -9.03850 15.13091 -1.0 -1.4 0.3 0.205
S -3.65242 -7.80673 17.78644 1.1 -1.2 0.1 0.142
C 0.27647 -15.32240 17.16629 -0.7 0.2 -0.1 0.001
N 0.94214 -14.73730 16.00053 1.2 0.9 -1.9 -0.085
C 1.73876 -15.47306 15.07503 -0.9 0.5 1.5 0.029
C 2.23032 -14.61801 14.15436 -0.1 1.6 -0.1 0.036
N 1.81027 -13.31813 14.53522 -0.9 -1.1 0.3 -0.092
C 2.31527 -12.03536 13.99603 0.0 -0.3 -0.1 0.000
C 0.95832 -13.42112 15.58832 0.9 -2.3 -0.3 -0.586
Se 0.00507 -11.98658 16.33508 0.1 1.2 0.1 0.814
H -0.53812 -15.96107 16.83047 0.0 -0.1 -0.1 0.097
H -0.14720 -14.53360 17.78799 0.1 0.1 -0.1 0.076
H 0.94406 -15.90875 17.78584 0.4 0.0 -0.2 0.116
H 1.90237 -16.52008 15.27449 0.0 0.0 -0.4 0.148
H 2.76834 -14.74207 13.20150 -0.1 -0.1 1.0 0.160
H 3.02750 -12.25814 13.18974 -0.5 0.1 0.2 0.120
H 2.84836 -11.53318 14.79608 0.2 0.1 0.1 0.108
H 1.48311 -11.40443 13.67389 0.3 -0.3 -0.2 0.029
Br 1.22213 -9.22186 11.51493 -0.3 -0.1 0.5 0.854
C -0.00294 -10.18463 10.47103 -1.0 -1.4 -1.3 -0.596
C 0.27552 -10.23233 9.09178 -0.5 -0.6 0.8 -0.091
C -0.49438 -11.04336 8.26093 -0.3 0.1 -0.1 -0.025
C -1.68240 -11.62986 8.69381 0.4 -0.1 0.8 -0.035
C -2.04397 -11.56269 10.03702 0.6 0.8 -0.1 0.001
C -1.14866 -10.91953 10.92729 0.5 0.5 0.2 -0.162
C -1.45360 -11.19062 12.35063 -1.0 0.9 -2.0 -0.569
O -2.58412 -10.77577 12.86023 2.4 -1.6 1.3 -0.144
O -0.68213 -11.93347 13.05244 -1.1 0.8 1.3 -0.148
H 1.13340 -9.72631 8.68942 0.2 0.2 0.0 0.109
H -0.18377 -11.21464 7.23426 0.0 0.3 0.1 0.130
H -2.26494 -12.20857 8.01222 -0.4 -0.1 -0.4 0.114
H -2.99661 -11.95884 10.41316 0.6 0.0 -0.2 0.124
C -6.54958 -13.28698 14.66295 -1.0 -0.4 -0.3 -0.019
N -5.23949 -13.78885 14.27245 1.5 0.2 1.1 -0.184
C -4.87714 -13.61093 12.86177 0.1 -0.6 0.3 -0.029
C -4.31309 -14.06555 15.21574 -1.4 0.0 0.1 -0.566
S -2.54296 -13.68899 14.81684 0.0 -0.9 0.3 0.673
N -4.65077 -14.67013 16.37977 0.5 0.8 -1.6 -0.160
C -3.86110 -14.44508 17.58420 -0.4 0.2 0.6 -0.028
C -5.68846 -15.71237 16.46615 -1.1 0.5 -1.0 0.009
H -6.81132 -12.42901 14.02343 0.1 -0.5 0.0 0.119
H -6.51806 -12.90679 15.66812 0.0 -0.1 0.5 0.085
H -7.30737 -14.08570 14.57803 0.1 0.5 0.0 0.119
H -5.73392 -13.93016 12.25775 0.3 0.0 0.1 0.124
H -4.01377 -14.25786 12.70124 -0.2 0.1 -0.5 0.079
H -4.62891 -12.57649 12.63710 0.0 0.2 0.0 0.085
H -3.62839 -13.39042 17.69125 0.1 0.1 0.0 0.065
H -2.95769 -15.01048 17.48341 0.6 -0.4 0.4 0.073
H -4.42999 -14.74024 18.49741 0.4 0.0 -0.9 0.135
H -5.94595 -16.09032 15.46978 0.3 0.2 0.1 0.111
H -6.61658 -15.30206 16.87881 0.2 -0.1 0.2 0.113
H -5.34668 -16.55813 17.03875 0.3 0.0 0.4 0.108